An isolated molecule of C7H15OP in a non-equilibrium geometry. Source: the OMol25 dataset; level of theory: ωB97M-V/def2-TZVPD.

## Properties
HOMO (alpha / beta): -7.3 / -7.3 eV
energy: -18833.0648 eV
energy relative to the best compared isomer or geometry (same formula, charge and spin): 454.7 kJ/mol
maximum force: 0.1104 Eh/bohr

```
! wB97M-V def2-TZVPD RIJCOSX def2/J DEFGRID3
* xyz 0 1
C -1.6931 -0.1234 -0.2392
C -1.5803 1.3935 0.2235
C -0.4099 -0.8913 -0.2702
C 0.8725 1.3246 0.1495
C 0.0228 -1.2897 -1.6260
C -0.2194 -1.8704 0.8827
C 1.5962 1.0596 1.3870
O -0.3377 1.9836 -0.0444
P 1.7920 1.2954 -1.4135
H -2.4218 -0.7383 0.3447
H -2.2328 0.0324 -1.2437
H -2.3317 1.9008 -0.2201
H -1.5669 1.4097 1.3107
H -0.4920 -0.7992 -2.4260
H -0.0952 -2.5031 -1.7624
H 0.9876 -1.1162 -1.8080
H -0.3252 -1.3566 1.9036
H 0.7605 -2.1871 0.7983
H -0.8993 -2.6036 0.5542
H 1.4863 1.9790 2.0580
H 2.7289 0.8590 1.2087
H 1.1825 0.3318 1.9412
H 2.2015 2.6792 -1.6269
H 0.7669 1.4360 -2.3509
*
```